1.
118
Properties=species:S:1:pos:R:3 method="wB97M-V/def2-TZVPD" lumo_energy_ev=-1.082 homo_lumo_gap_ev=6.8 total_energy_ha=-9059.3211 largest_force_ev_per_a=7.552
C -5.073 -7.273 1.015
C -3.590 -7.061 0.345
Br -2.904 -5.158 0.090
C -2.761 -8.254 -0.095
Br -3.363 -10.164 0.083
C -1.282 -7.851 -0.756
C 0.018 -7.844 0.253
C 1.495 -7.403 -0.394
C 1.509 -7.052 -2.001
N 2.708 -6.633 -2.837
S 2.156 -6.441 -4.519
N 0.407 -6.765 -4.512
C 0.222 -7.088 -3.024
C -1.225 -7.479 -2.356
H -5.835 -7.464 0.134
H -5.126 -8.092 1.851
H -5.389 -6.234 1.509
H -0.110 -8.146 1.392
H 2.424 -7.359 0.317
H -2.252 -7.548 -2.957
O -1.044 -2.012 -0.096
N -1.953 -1.876 -0.929
O -2.169 -2.657 -1.866
C -2.831 -0.707 -0.797
C -2.600 0.223 0.226
C -3.424 1.346 0.331
C -4.469 1.534 -0.575
C -4.703 0.602 -1.587
C -3.884 -0.524 -1.703
H -1.790 0.091 0.940
H -3.249 2.077 1.118
H -5.104 2.414 -0.492
H -5.521 0.754 -2.287
H -4.078 -1.240 -2.499
O -0.305 -8.511 3.389
N -1.019 -8.035 4.284
O -2.196 -8.363 4.492
C -0.431 -7.009 5.154
C 0.885 -6.581 4.931
C 1.431 -5.587 5.746
C 0.670 -5.032 6.776
C -0.637 -5.467 7.002
C -1.194 -6.458 6.192
H 1.491 -7.004 4.132
H 2.449 -5.244 5.576
H 1.098 -4.253 7.405
H -1.222 -5.031 7.809
H -2.215 -6.784 6.379
O 3.455 -6.900 3.813
N 4.458 -6.176 3.735
O 4.569 -5.211 2.966
C 5.595 -6.487 4.610
C 5.528 -7.593 5.469
C 6.621 -7.899 6.281
C 7.768 -7.104 6.239
C 7.828 -5.997 5.391
C 6.742 -5.683 4.572
H 4.641 -8.223 5.514
H 6.581 -8.759 6.946
H 8.620 -7.349 6.870
H 8.724 -5.380 5.366
H 6.806 -4.819 3.914
O -0.203 4.686 -1.761
N -1.385 4.472 -2.070
O -2.355 4.706 -1.336
C -1.651 3.896 -3.394
C -0.581 3.580 -4.242
C -0.840 3.010 -5.490
C -2.155 2.763 -5.887
C -3.220 3.089 -5.045
C -2.973 3.656 -3.793
H 0.449 3.766 -3.947
H -0.016 2.755 -6.152
H -2.352 2.313 -6.859
H -4.242 2.896 -5.363
H -3.813 3.901 -3.147
O -5.264 2.042 -7.289
N -6.173 2.178 -8.122
O -6.389 1.397 -9.059
C -7.051 3.347 -7.990
C -6.820 4.277 -6.967
C -7.643 5.400 -6.862
C -8.689 5.588 -7.768
C -8.922 4.655 -8.780
C -8.104 3.530 -8.896
H -6.010 4.145 -6.253
H -7.468 6.130 -6.075
H -9.324 6.468 -7.685
H -9.741 4.808 -9.480
H -8.297 2.814 -9.692
O 2.744 9.416 3.803
N 1.563 9.202 3.494
O 0.592 9.437 4.228
C 1.296 8.626 2.170
C 2.366 8.310 1.322
C 2.107 7.740 0.074
C 0.792 7.493 -0.323
C -0.272 7.819 0.519
C -0.026 8.387 1.771
H 3.397 8.496 1.617
H 2.931 7.485 -0.588
H 0.595 7.044 -1.295
H -1.295 7.626 0.201
H -0.866 8.632 2.417
O 7.163 5.603 -0.436
N 6.449 6.080 0.459
O 5.272 5.752 0.667
C 7.037 7.106 1.329
C 8.353 7.534 1.106
C 8.899 8.527 1.921
C 8.138 9.083 2.951
C 6.831 8.647 3.177
C 6.274 7.656 2.367
H 8.959 7.111 0.307
H 9.917 8.871 1.751
H 8.566 9.861 3.580
H 6.246 9.083 3.984
H 5.253 7.330 2.554

2.
111
Properties=species:S:1:pos:R:3 method="wB97M-V/def2-TZVPD" lumo_energy_ev="-0.842 / -0.838" s2=0.76 homo_lumo_gap_ev="6.6 / 6.6" spin_multiplicity=2 total_energy_ha=-6039.2367 de_lowest_kcal_mol=8.10 largest_force_ev_per_a=0.874
Ti -0.211 -0.025 -0.391
C 4.563 -0.459 4.989
C 3.465 -0.199 3.991
C 2.400 0.634 4.279
C 1.377 0.899 3.361
C 0.158 1.603 3.790
O -0.715 1.996 3.010
C -0.117 1.834 5.241
C -0.724 3.042 5.585
C -1.048 3.308 6.904
C -0.796 2.357 7.886
C -0.226 1.141 7.543
C 0.117 0.879 6.225
C 1.499 0.390 2.034
O 0.725 0.798 1.090
C 2.518 -0.566 1.768
C 3.471 -0.825 2.749
C 2.610 -1.253 0.468
N 1.737 -1.112 -0.469
C 1.936 -1.805 -1.745
C 2.750 -0.994 -2.740
Te 2.601 1.156 -2.929
C 4.131 1.468 -1.499
C 3.796 1.807 -0.197
C 4.804 1.974 0.743
C 6.134 1.823 0.372
C 6.463 1.504 -0.940
C 5.459 1.323 -1.882
C 3.764 -2.196 0.302
C 3.576 -3.548 0.574
C 4.630 -4.437 0.435
C 5.877 -3.981 0.026
C 6.067 -2.632 -0.235
C 5.015 -1.738 -0.093
H 4.411 0.126 5.896
H 5.540 -0.197 4.581
H 4.599 -1.512 5.272
H 2.359 1.107 5.251
H -0.941 3.764 4.808
H -1.505 4.253 7.166
H -1.057 2.562 8.916
H -0.060 0.385 8.300
H 0.526 -0.086 5.957
H 4.264 -1.531 2.535
H 0.956 -2.016 -2.153
H 2.457 -2.754 -1.610
H 2.567 -1.357 -3.750
H 3.820 -1.075 -2.528
H 2.753 1.946 0.069
H 4.546 2.222 1.765
H 6.918 1.961 1.105
H 7.501 1.401 -1.231
H 5.717 1.075 -2.906
H 2.600 -3.898 0.892
H 4.479 -5.488 0.644
H 6.699 -4.676 -0.083
H 7.039 -2.270 -0.545
H 5.168 -0.681 -0.277
S -2.362 4.940 1.240
Sb -0.884 3.317 0.905
S -2.203 1.373 0.149
S 0.859 2.130 -1.832
S -1.167 -1.717 0.994
Sb -2.991 -0.533 2.024
C -4.361 -2.111 1.611
C -5.165 -2.053 0.477
C -6.002 -3.113 0.159
C -6.040 -4.236 0.974
C -5.239 -4.299 2.105
C -4.397 -3.240 2.422
C -4.502 0.936 2.464
C -4.152 2.243 2.770
C -5.124 3.155 3.150
C -6.452 2.760 3.233
C -6.803 1.451 2.940
C -5.829 0.534 2.560
C -2.467 -0.913 4.064
C -1.529 -1.897 4.365
C -1.338 -2.302 5.680
C -2.070 -1.715 6.702
C -2.979 -0.708 6.411
C -3.181 -0.309 5.096
H -5.145 -1.180 -0.165
H -6.622 -3.062 -0.727
H -6.692 -5.064 0.726
H -5.267 -5.173 2.743
H -3.773 -3.300 3.306
H -3.122 2.566 2.712
H -4.836 4.176 3.363
H -7.214 3.474 3.519
H -7.837 1.136 3.002
H -6.118 -0.486 2.347
H -0.961 -2.358 3.566
H -0.622 -3.083 5.903
H -1.926 -2.035 7.727
H -3.539 -0.232 7.207
H -3.909 0.463 4.881
C -2.463 0.404 -3.526
C -1.532 -0.765 -3.207
O -0.663 -0.465 -2.196
C -0.696 -1.086 -4.470
F 0.045 -2.204 -4.340
F 0.176 -0.082 -4.711
F -1.434 -1.228 -5.575
C -2.368 -2.003 -2.809
F -3.089 -2.479 -3.841
F -3.229 -1.680 -1.837
F -1.606 -3.005 -2.355
H -1.858 1.250 -3.849
H -2.982 0.688 -2.614
H -3.184 0.146 -4.301

3.
110
Properties=species:S:1:pos:R:3 method="wB97M-V/def2-TZVPD" smiles="CCC(=O)OCCc1cc(CC(=O)Cl)c2c(c1CCCS(=O)(=O)O)Sc1cccc(B(C)O)c1N2.O=C1c2ccccc2C(=O)c2ccccc21.O=C1c2ccccc2C(=O)c2ccccc21" lumo_energy_ev=-0.975 homo_lumo_gap_ev=7.3 total_energy_ha=-4133.0694 largest_force_ev_per_a=4.422
C 7.379 2.922 2.798
C 7.447 4.217 1.867
C 5.983 4.744 1.605
O 5.602 4.764 0.460
O 5.215 5.105 2.702
C 4.573 6.376 2.530
C 3.161 6.370 3.276
C 2.358 5.065 2.979
C 2.210 3.961 3.908
C 1.485 2.714 3.599
C 1.441 1.589 4.690
C 2.545 0.480 4.405
O 2.563 -0.568 4.970
Cl 3.882 0.760 3.205
C 0.851 2.539 2.292
C 1.013 3.683 1.332
C 1.727 4.907 1.647
C 1.779 6.005 0.524
C 0.361 6.649 0.243
C 0.037 7.918 1.138
S -1.589 7.611 1.975
O -2.053 8.835 2.600
O -1.368 6.500 2.898
O -2.698 7.122 0.850
S 0.250 3.399 -0.318
C 0.695 1.617 -0.564
C 1.156 1.111 -1.840
C 1.542 -0.298 -1.980
C 1.432 -1.169 -0.818
C 0.948 -0.660 0.495
B 0.848 -1.729 1.680
C -0.519 -2.571 1.932
O 1.922 -2.031 2.549
C 0.578 0.745 0.695
N 0.105 1.335 1.918
H 8.428 2.767 3.182
H 6.642 3.041 3.632
H 7.132 2.013 2.183
H 8.114 5.014 2.282
H 7.885 3.876 0.897
H 4.402 6.664 1.463
H 5.162 7.211 3.013
H 2.594 7.231 2.831
H 3.318 6.514 4.373
H 2.702 4.052 4.907
H 1.711 2.019 5.687
H 0.458 1.057 4.737
H 2.466 6.850 0.806
H 2.121 5.538 -0.443
H 0.325 6.998 -0.829
H -0.487 5.918 0.345
H -0.077 8.866 0.544
H 0.829 8.075 1.914
H -2.634 6.143 0.886
H 1.222 1.780 -2.725
H 1.923 -0.658 -2.966
H 1.720 -2.243 -0.882
H -0.477 -3.182 2.872
H -0.751 -3.255 1.063
H -1.377 -1.846 1.988
H 1.599 -2.166 3.457
H 0.177 0.718 2.726
O -5.386 -3.096 -2.126
C -5.663 -2.255 -1.291
C -4.651 -1.262 -0.855
C -3.382 -1.282 -1.422
C -2.441 -0.335 -1.051
C -2.756 0.643 -0.110
C -4.018 0.654 0.470
C -4.966 -0.300 0.105
C -6.304 -0.286 0.746
O -6.562 0.518 1.622
C -7.324 -1.266 0.296
C -8.595 -1.242 0.863
C -9.566 -2.132 0.426
C -9.271 -3.049 -0.579
C -8.001 -3.085 -1.137
C -7.022 -2.198 -0.698
H -3.127 -2.035 -2.157
H -1.453 -0.353 -1.500
H -2.011 1.371 0.156
H -4.265 1.410 1.206
H -8.831 -0.527 1.642
H -10.556 -2.109 0.866
H -10.033 -3.737 -0.926
H -7.776 -3.803 -1.917
O -0.618 -8.891 -5.734
C -0.031 -8.051 -5.081
C -0.685 -6.760 -4.747
C -1.990 -6.521 -5.171
C -2.623 -5.334 -4.830
C -1.955 -4.383 -4.065
C -0.650 -4.610 -3.656
C -0.008 -5.795 -4.000
C 1.394 -6.018 -3.572
O 2.001 -5.153 -2.968
C 2.041 -7.315 -3.887
C 3.345 -7.553 -3.461
C 3.948 -8.775 -3.722
C 3.250 -9.765 -4.409
C 1.956 -9.527 -4.848
C 1.349 -8.300 -4.594
H -2.515 -7.262 -5.762
H -3.640 -5.151 -5.156
H -2.453 -3.461 -3.788
H -0.133 -3.863 -3.065
H 3.890 -6.787 -2.921
H 4.961 -8.960 -3.385
H 3.719 -10.722 -4.604
H 1.419 -10.299 -5.385

4.
107
Properties=species:S:1:pos:R:3 method="wB97M-V/def2-TZVPD" lumo_energy_ev=-8.555 homo_lumo_gap_ev=5.5 total_energy_ha=-7939.2912 de_lowest_kcal_mol=8.71 total_charge=+3 largest_force_ev_per_a=0.840
Zr 0.244 0.690 0.378
C 1.565 1.968 3.032
N 1.573 0.656 2.323
C 1.147 -0.450 3.240
C -0.232 -0.991 2.965
C -1.004 -1.502 3.993
C -2.171 -2.188 3.681
C -2.529 -2.336 2.350
C -1.739 -1.744 1.382
N -0.615 -1.074 1.675
C 2.955 0.367 1.822
C 2.922 -0.808 0.882
C 3.974 -1.702 0.807
C 3.896 -2.758 -0.089
C 2.748 -2.906 -0.852
C 1.728 -1.989 -0.713
N 1.812 -0.944 0.131
C 1.260 3.123 2.118
C 1.748 4.396 2.361
C 1.324 5.433 1.546
C 0.424 5.171 0.519
C 0.010 3.872 0.319
N 0.423 2.864 1.107
H 2.518 2.114 3.550
H 0.786 1.924 3.801
H 1.234 -0.121 4.277
H 1.851 -1.277 3.111
H -0.675 -1.399 5.018
H -2.783 -2.608 4.467
H -3.412 -2.885 2.058
H -2.010 -1.793 0.333
H 3.614 0.158 2.671
H 3.323 1.259 1.303
H 4.845 -1.562 1.431
H 4.714 -3.458 -0.181
H 2.637 -3.718 -1.556
H 0.815 -2.065 -1.291
H 2.442 4.567 3.171
H 1.691 6.438 1.706
H 0.068 5.957 -0.130
H -0.659 3.607 -0.495
Se 4.950 -0.736 -3.097
P 4.330 1.127 -3.869
C 3.867 1.154 -5.602
C 4.901 0.877 -6.499
C 4.642 0.832 -7.857
C 3.357 1.065 -8.333
C 2.330 1.347 -7.447
C 2.589 1.390 -6.085
C 5.529 2.451 -3.672
C 5.308 3.682 -4.291
C 6.236 4.696 -4.152
C 7.391 4.483 -3.407
C 7.614 3.259 -2.797
C 6.681 2.240 -2.923
C 2.922 1.648 -2.779
C 1.608 1.275 -2.535
N 1.375 1.555 -1.225
N 2.475 2.121 -0.711
N 3.388 2.199 -1.617
P 0.127 0.735 -3.382
Se -1.244 0.054 -1.774
C -0.676 2.153 -4.113
C 0.031 3.330 -4.359
C -0.609 4.399 -4.967
C -1.943 4.298 -5.327
C -2.654 3.131 -5.072
C -2.028 2.060 -4.461
C 0.450 -0.556 -4.553
C 1.591 -1.339 -4.390
C 1.884 -2.322 -5.319
C 1.033 -2.535 -6.394
C -0.105 -1.753 -6.557
C -0.397 -0.754 -5.646
H 5.907 0.691 -6.141
H 5.446 0.616 -8.547
H 3.163 1.034 -9.396
H 1.330 1.541 -7.813
H 1.776 1.633 -5.411
H 4.429 3.840 -4.905
H 6.076 5.647 -4.640
H 8.123 5.272 -3.316
H 8.521 3.091 -2.233
H 6.847 1.277 -2.459
H 1.075 3.418 -4.085
H -0.061 5.310 -5.164
H -2.437 5.132 -5.807
H -3.697 3.059 -5.345
H -2.598 1.164 -4.249
H 2.297 -1.152 -3.589
H 2.796 -2.894 -5.219
H 1.266 -3.299 -7.122
H -0.754 -1.912 -7.406
H -1.265 -0.128 -5.804
N -1.828 1.337 1.197
C -2.645 1.712 1.922
C -3.682 2.160 2.789
C -3.541 3.386 3.444
C -4.564 3.820 4.267
C -5.704 3.039 4.421
C -5.836 1.820 3.764
C -4.823 1.367 2.939
H -2.654 3.988 3.302
H -4.479 4.765 4.781
H -6.504 3.387 5.059
H -6.732 1.231 3.892
H -4.918 0.428 2.413